C12H26NO5P2SV | the ωB97M-V functional and the def2-TZVPD basis

```
48
Properties=species:S:1:pos:R:3
V -0.8448 0.6932 0.4080
P -2.9908 0.6023 -0.4161
C -2.5929 1.3169 -2.0885
C -1.1141 1.3479 -2.4743
N -0.1558 1.0491 -1.5792
C 1.1333 0.9381 -1.9950
C 1.4692 1.2785 -3.3022
C 0.5044 1.7160 -4.1955
C -0.8152 1.7282 -3.7797
C 2.2387 0.5256 -1.0665
P 2.7294 -1.3514 -0.8838
H -1.6378 2.0333 -4.4225
H 2.5118 1.2109 -3.5898
H 0.7713 2.0456 -5.1905
H 3.1434 1.0650 -1.3690
H 1.9957 0.8287 -0.0333
H -3.1452 0.7459 -2.7708
H -2.9948 2.3480 -2.0809
H -0.4816 -3.6775 -4.5912
O -1.1628 -3.2369 -5.0529
H -1.9500 -3.3355 -4.4932
H 2.5112 -2.7321 -1.0100
O 1.1452 -1.4565 -0.3729
H 0.9550 -2.1284 0.3189
C 3.9089 -1.4603 -2.3360
H 4.6533 -0.6546 -2.3182
H 4.4543 -2.4112 -2.2633
H 3.3686 -1.4417 -3.2842
C 3.8579 -1.2823 0.5378
H 3.6891 -2.1886 1.1340
H 4.9132 -1.2684 0.2301
H 3.6629 -0.3911 1.1504
C -3.8096 1.9375 0.4898
H -4.8927 1.7861 0.4641
H -3.4549 1.9131 1.5305
H -3.5531 2.9131 0.0596
C -4.0681 -0.7913 -0.6437
H -4.3227 -1.1750 0.3458
H -4.9786 -0.5289 -1.1828
H -3.5332 -1.5776 -1.1816
C 0.9607 1.0536 3.9229
S -0.3685 1.5693 2.8407
O -1.1265 0.2904 2.5103
O -1.1434 2.5979 3.4734
O 0.3059 1.9875 1.5379
H 0.5102 0.8369 4.8963
H 1.6858 1.8691 4.0100
H 1.4304 0.1550 3.5130
```

Output
spin multiplicity = 2
LUMO level (spin up / spin down) = -14.83 / -14.42 eV
charge = +3

=====

CH4O2P2 | the ωB97M-V functional and the def2-TZVPD basis

```
9
Properties=species:S:1:pos:R:3
C -0.0485 -0.3234 0.4513
O -2.3047 -0.5512 -3.2729
O -2.0741 -0.9757 -0.8158
P -2.4849 -1.5764 -2.2596
P -1.5169 0.5173 -0.3386
H 0.5494 -0.7180 -0.3589
H 0.4834 0.4588 1.1484
H -0.7052 -0.9730 1.1361
H -1.1522 1.2025 -2.0751
```

Output
spin multiplicity = 3
LUMO level (spin up / spin down) = -0.20 / -2.42 eV
charge = 0

=====

C53H51CsI2N5O2PS3Si2Te | the ωB97M-V functional and the def2-TZVPD basis

```
121
Properties=species:S:1:pos:R:3
Cs 0.1139 0.7067 -0.7110
N 0.4989 5.2206 2.2726
C 1.4015 4.6173 3.1223
C 2.2953 5.1114 4.0662
C 3.0393 4.1783 4.7668
C 2.8903 2.8011 4.5348
C 1.9983 2.3197 3.5945
C 1.2460 3.2448 2.8757
N 0.2902 3.0366 1.9002
C -0.1302 4.2178 1.5674
C -1.1724 4.5082 0.5772
C -1.6993 5.7314 0.3084
S -2.8839 5.6028 -0.9146
C -2.5934 3.8950 -0.9873
N -1.6955 3.4821 -0.1672
H 0.3808 6.2057 2.1300
H 2.4094 6.1744 4.2465
H 3.7485 4.5169 5.5117
H 3.4884 2.1018 5.1069
H 1.8747 1.2582 3.4135
H -1.4773 6.6914 0.7531
H -3.1437 3.2583 -1.6724
I 2.8375 5.1112 -2.8633
C 1.6852 3.8536 -4.0851
C 1.6424 4.0845 -5.4587
C 0.8779 3.2834 -6.2699
I 0.8841 3.6993 -8.3392
C 0.0991 2.2278 -5.7323
C -0.7293 1.3646 -6.4853
C -1.4711 0.4023 -5.8609
C -1.3969 0.2890 -4.4618
N -0.6273 1.0580 -3.7300
C 0.1305 2.0101 -4.3249
C 0.9796 2.8122 -3.4251
O 1.0481 2.5773 -2.1944
H 2.2127 4.8996 -5.8836
H -0.7670 1.4793 -7.5610
H -2.1149 -0.2632 -6.4219
H -1.9926 -0.4473 -3.9325
O -2.0855 0.7616 1.2145
C -3.2436 0.5975 0.9815
C -4.5210 0.3260 0.7812
C -5.5863 0.8557 1.6635
C -6.8870 0.5610 1.4163
C -7.3059 -0.2408 0.3108
C -6.3275 -0.7118 -0.5630
C -4.9706 -0.4790 -0.3997
P -3.6828 -0.9299 -1.5593
C -4.6417 -1.3861 -3.0734
C -4.8990 -0.3651 -3.9918
C -5.6015 -0.6072 -5.1643
C -6.0596 -1.8891 -5.4458
C -5.8165 -2.9136 -4.5401
C -5.1133 -2.6647 -3.3656
C -3.1666 -2.6145 -1.0140
C -2.1882 -3.2939 -1.7418
C -1.7837 -4.5664 -1.3699
C -2.3388 -5.1672 -0.2439
C -3.2851 -4.4842 0.5071
C -3.6985 -3.2126 0.1216
H -5.3041 1.4871 2.4993
H -7.6412 0.9639 2.0881
H -8.3542 -0.4584 0.1455
H -6.6431 -1.2894 -1.4268
H -4.5375 0.6356 -3.7759
H -5.7859 0.2026 -5.8628
H -6.5951 -2.0870 -6.3679
H -6.1777 -3.9146 -4.7495
H -4.9341 -3.4737 -2.6680
H -1.7270 -2.8156 -2.6007
H -1.0067 -5.0735 -1.9302
H -2.0000 -6.1487 0.0678
H -3.6934 -4.9376 1.4048
H -4.4392 -2.6753 0.7040
S 1.4911 -2.6201 -1.2551
C 0.7191 -2.9518 0.2159
N -0.0530 -2.1526 0.9003
C -0.5707 -2.7484 2.0363
C -1.4883 -2.1611 2.9071
C -1.9355 -2.8789 4.0063
C -1.4766 -4.1741 4.2612
C -0.5628 -4.7740 3.4027
C -0.1212 -4.0579 2.2964
S 0.9614 -4.5360 1.0282
H -1.8440 -1.1570 2.6977
H -2.6627 -2.4302 4.6721
H -1.8412 -4.7171 5.1261
H -0.2002 -5.7800 3.5858
C 5.8462 1.8518 0.5449
Si 5.5416 0.6413 -0.8550
C 7.2123 0.2842 -1.6586
C 4.4346 1.4239 -2.1364
C 4.8219 -0.9669 -0.2508
Te 3.1241 -0.7162 1.0294
C 4.3292 -0.3888 2.8223
Si 3.9475 -1.7618 4.0328
C 4.9878 -1.5613 5.5977
C 4.3675 -3.4388 3.3198
C 2.1446 -1.6307 4.5163
H 6.1814 2.8129 0.1409
H 6.6133 1.4873 1.2372
H 4.9274 2.0247 1.1156
H 7.6587 1.2060 -2.0481
H 7.0968 -0.4136 -2.4956
H 7.9165 -0.1596 -0.9455
H 4.8685 2.3617 -2.4972
H 3.4387 1.6517 -1.7376
H 4.3015 0.7576 -2.9960
H 5.5467 -1.5959 0.2732
H 4.4279 -1.5436 -1.0942
H 4.0868 0.5958 3.2324
H 5.3782 -0.3671 2.5129
H 6.0588 -1.5894 5.3674
H 4.7734 -2.3671 6.3091
H 4.7749 -0.6071 6.0945
H 5.4521 -3.5522 3.1994
H 3.8927 -3.5763 2.3451
H 4.0118 -4.2395 3.9782
H 1.9827 -0.7495 5.1502
H 1.7980 -2.5127 5.0651
H 1.5037 -1.5350 3.6323
```

Output
spin multiplicity = 1
LUMO level = 3.17 eV
charge = -2

=====

C12H24AlBr2ErF3NO | the ωB97M-V functional and the def2-TZVPD basis

```
45
Properties=species:S:1:pos:R:3
C -2.4547 -3.1076 1.7788
C -2.1809 -1.5286 1.5593
C -1.6196 -1.3181 0.0548
C -2.6446 -0.5202 -0.8595
C -2.5820 1.0626 -0.7902
Al -0.7543 1.8939 -0.3419
C 0.7610 1.4976 -1.6355
C 0.5650 0.2500 -2.6086
C 1.9085 -0.6353 -2.7420
F 3.0294 0.1961 -2.8658
Br 2.0847 -1.8011 -1.1052
C 1.7721 -1.6767 -3.9752
F 1.5858 -1.0025 -5.1779
F 2.9719 -2.4300 -3.9668
Br 0.2942 -2.9858 -3.6653
C -0.2418 1.4962 1.6299
C 1.0349 2.4103 2.0144
O 0.7143 3.0457 3.2884
C 2.3696 1.5507 2.2231
N 2.4509 0.3030 1.3812
H -3.1056 -3.4300 0.9054
H -2.8907 -3.3448 2.7901
H -1.4389 -3.6045 1.5995
H -3.0943 -0.8929 1.7730
H -1.4067 -1.2477 2.3470
H -1.5719 -2.3793 -0.3766
H -0.5543 -0.9399 0.0378
H -3.6968 -0.8622 -0.5539
H -2.5581 -0.8090 -1.9628
H -3.0151 1.5128 -1.7509
H -3.3077 1.3940 0.0351
H -0.9765 3.4930 -0.3722
H 1.6866 1.2620 -0.9947
H 1.0079 2.4227 -2.2626
H -0.2398 -0.4821 -2.3106
H 0.3523 0.6576 -3.6473
H -0.0641 0.3964 1.8266
H -1.1095 1.9229 2.2412
H 1.2034 3.2579 1.2791
H 0.4463 2.3179 3.8800
H 3.2527 2.2363 1.9682
H 2.4135 1.3030 3.3635
H 2.7587 -0.4861 1.9771
H 3.0974 0.3970 0.5859
Er 3.7468 -0.7952 3.4259
```

Output
spin multiplicity = 4
LUMO level (spin up / spin down) = -10.33 / -10.25 eV
charge = +2

=====

C4H7NO2 | the ωB97M-V functional and the def2-TZVPD basis

```
14
Properties=species:S:1:pos:R:3
C -1.5460 -1.1891 -0.6744
C -0.6595 -0.7046 0.2018
N -0.0718 -1.4249 1.2123
C -0.2979 0.7464 0.0321
O -1.0689 1.6445 0.3638
C 1.0843 1.0463 -0.5297
O 1.8448 1.8433 0.3639
H -1.9872 -0.5649 -1.4459
H -1.8762 -2.2209 -0.6262
H -0.0761 -2.4332 1.0984
H 0.7884 -1.0371 1.5929
H 1.6347 0.1227 -0.7292
H 0.9647 1.5823 -1.4767
H 1.2668 2.5893 0.6169
```

Output
spin multiplicity = 1
SMILES = C=C(N)C(=O)CO
LUMO level = 0.50 eV
charge = 0

=====

C7H11Cl2FO6 | the ωB97M-V functional and the def2-TZVPD basis

```
27
Properties=species:S:1:pos:R:3
O -1.9459 6.5644 2.1678
C -2.2833 5.5048 1.7778
O -3.5350 5.0437 1.6181
C -3.4379 3.6257 1.4303
C -2.0601 3.4820 0.8228
F -2.1383 3.7022 -0.5345
O -1.3632 4.5540 1.4004
H -3.5079 3.1244 2.3973
H -4.2362 3.3002 0.7696
H -1.5687 2.5260 0.9884
C 3.1895 -4.9355 0.4380
O 2.4820 -4.8210 -0.7703
C 1.8364 -3.6858 -0.9818
O 1.7528 -2.7754 -0.2010
O 1.2911 -3.7278 -2.1814
C 0.6134 -2.5495 -2.5768
H 3.7103 -5.8819 0.4924
H 2.5368 -4.7935 1.3060
H 3.8980 -4.1089 0.5674
H -0.1956 -2.3029 -1.8859
H 0.0935 -2.7007 -3.5192
H 1.3593 -1.7620 -2.6601
Cl 2.1995 1.1075 0.3808
C 0.6325 0.4053 -0.1000
Cl 0.0183 1.1311 -1.5811
H 0.7515 -0.6640 -0.2352
H -0.0928 0.6375 0.6705
```

Output
spin multiplicity = 1
SMILES = O=C1OC[C@@H](F)O1.COC(=O)OC.ClCCl
LUMO level = 0.45 eV
charge = 0

=====

In eV, the DFT total energy values for the records above are, in order, -79661.5349; -23770.1466; -148931.6736; -198799.7890; -9845.3572; -47484.7787.